This record from the Open Molecules 2025 dataset describes 2 unconnected molecules or ions with the total composition C12H17N5O4 in a non-equilibrium geometry. The level of theory is the ωB97M-V functional and the def2-TZVPD basis.

The geometry in ORCA input format:
```
! wB97M-V def2-TZVPD RIJCOSX def2/J DEFGRID3
* xyz 0 1
C -1.5003 0.4920 1.5508
C -0.0736 0.8474 1.7363
C 0.9496 -0.0164 1.5245
N 2.2672 0.3163 1.6053
C 3.2091 -0.7451 1.2645
C 4.6038 -0.4300 1.7831
O 4.9871 0.9118 1.4743
C 4.1072 1.8950 2.0205
C 2.6617 1.7196 1.5565
H -2.1133 1.2915 1.9795
H -1.7777 0.3945 0.4917
H -1.7583 -0.4574 2.0440
H 0.1212 1.8445 2.1278
H 0.7495 -1.0758 1.3301
H 2.8333 -1.6655 1.7260
H 3.2512 -0.8923 0.1690
H 4.6352 -0.6204 2.8746
H 5.3403 -1.0559 1.2605
H 4.1299 1.8765 3.1282
H 4.5075 2.8512 1.6555
H 2.5681 2.1335 0.5328
H 2.0101 2.3061 2.2117
C -3.0064 -3.8296 -1.9490
O -4.0191 -2.7941 -1.9319
C -3.5251 -1.5633 -2.0835
N -4.4291 -0.5660 -2.0963
C -3.9161 0.6316 -2.3115
N -4.5648 1.8529 -2.3329
O -3.5803 2.7853 -2.5157
N -2.2290 2.1253 -2.6013
O -1.2584 2.8369 -2.7471
C -2.4857 0.7939 -2.4998
C -1.6229 -0.2883 -2.3967
N -2.1943 -1.4788 -2.1977
H -3.5646 -4.7487 -1.8033
H -2.4801 -3.8500 -2.9088
H -2.2835 -3.6838 -1.1399
H -0.5494 -0.1443 -2.5320
*
```

Output
**E**: -28353.423 eV
**Kohn-Sham gap**: 5.827 eV
**Structure (SMILES)**: COc1ncc2c(no[n+]2[O-])n1.C/C=C/N1CCOCC1
**LUMO level**: -0.064 hartree
**ΔE to the lowest compared entry with this formula, charge and spin**: 0.0 kcal/mol

=====

This record from the Open Molecules 2025 dataset describes a molecular structure, C30H34N6O3SScSe2. The level of theory is the ωB97M-V functional and the def2-TZVPD basis.

The geometry in ORCA input format:
```
! wB97M-V def2-TZVPD RIJCOSX def2/J DEFGRID3
* xyz 1 1
Sc -0.7249 -0.1274 -0.0408
C 1.2551 3.6716 3.7482
C 0.0025 3.2816 4.2534
C -0.8846 2.5727 3.4775
C -0.5402 2.2104 2.1636
C 0.7156 2.6015 1.6576
C 1.5957 3.3533 2.4581
N -1.3578 1.4439 1.3521
N -2.6248 1.4114 1.7313
C -3.4603 0.7260 0.9158
C -4.8365 0.7681 1.2090
C -5.7242 0.1435 0.3737
C -5.2446 -0.5268 -0.7594
C -3.8901 -0.5457 -0.9773
N -2.9990 0.0521 -0.1715
H 1.9325 4.2412 4.3705
H -0.2619 3.5399 5.2705
H -1.8469 2.2624 3.8577
H 0.8817 2.5557 0.5878
H 2.5445 3.6679 2.0426
H -5.1518 1.3054 2.0922
H -6.7865 0.1745 0.5792
H -5.9109 -1.0273 -1.4468
H -3.4790 -1.0577 -1.8392
N 1.7444 1.1607 -3.7157
C 2.9449 0.4368 -3.9098
C 3.7150 0.6778 -5.0324
C 4.9008 -0.0207 -5.2253
C 5.3092 -0.9596 -4.2962
C 4.5287 -1.2053 -3.1711
C 3.3488 -0.5102 -2.9834
S 2.3776 -0.8487 -1.5384
N 1.0073 0.1577 -1.7211
C 0.8643 0.9706 -2.7073
C -0.3788 1.7952 -2.7523
C -0.7563 2.5227 -3.8693
C -1.8726 3.3431 -3.7859
C -2.5657 3.4080 -2.5925
C -2.1503 2.6008 -1.5451
N -1.0932 1.7989 -1.6256
H 1.5854 1.9287 -4.3419
H 3.3907 1.4155 -5.7586
H 5.4975 0.1736 -6.1063
H 6.2342 -1.5032 -4.4337
H 4.8423 -1.9341 -2.4325
H -0.2217 2.4437 -4.8056
H -2.1871 3.9256 -4.6419
H -3.4222 4.0565 -2.4710
H -2.6852 2.5978 -0.6047
O -0.0510 -1.2280 5.7460
C 0.7326 -2.2062 5.0806
C 0.6858 -1.9340 3.5647
C 1.5209 -3.0693 2.9633
O 1.9489 -2.8066 1.6320
C 1.3262 -0.5541 3.3610
Se 1.6825 0.0362 1.5292
C -0.8039 -1.9431 3.1703
Se -1.3311 -2.2779 1.3067
H -0.1959 -1.5000 6.6562
H 0.3490 -3.2156 5.2643
H 1.7721 -2.1659 5.4263
H 0.9284 -3.9894 3.0019
H 2.4046 -3.1998 3.5980
H 2.6970 -3.3778 1.4398
H 2.2931 -0.5140 3.8603
H 0.6843 0.2066 3.8058
H -1.2559 -0.9973 3.4523
H -1.3107 -2.7261 3.7310
C 0.2883 -3.7717 -1.9295
C -0.3795 -2.6312 -2.6681
O -1.1000 -1.7553 -1.7628
H 0.9964 -4.2751 -2.5900
H -0.4445 -4.5046 -1.5873
H 0.8176 -3.3896 -1.0559
H -1.0882 -2.9978 -3.4118
H 0.3498 -2.0030 -3.1745
H -1.6781 -2.3396 -1.2478
*
```

Output
**E**: -208969.955 eV
**Kohn-Sham gap (spin up / spin down)**: 6.470 / 5.296 eV
**LUMO level (spin up / spin down)**: -0.118 / -0.133 hartree

=====

This record from the Open Molecules 2025 dataset describes C2H3BrFN in the gas phase in a non-equilibrium geometry. The level of theory is the ωB97M-V functional and the def2-TZVPD basis.

The geometry in ORCA input format:
```
! wB97M-V def2-TZVPD RIJCOSX def2/J DEFGRID3
* xyz 0 1
C -0.6775 -0.1128 0.5150
C 0.6785 0.3120 -0.0182
N -0.3864 0.0312 -0.9475
F 0.9162 1.6468 0.2041
Br 2.2197 -0.7622 0.0764
H -1.1447 -1.0302 0.9941
H -1.4134 0.7181 0.7972
H -0.1923 -0.8028 -1.6210
*
```

Output
**E**: -76370.728 eV
**Kohn-Sham gap**: 10.637 eV
**Structure (SMILES)**: F[C@@]1(Br)CN1
**LUMO level**: 0.028 hartree
**ΔE to the lowest compared entry with this formula, charge and spin**: 5.1 kcal/mol